Entry 1:
{
  "formula": "C57H35Cl5N9O4SSm",
  "method": "wB97M-V/def2-TZVPD",
  "lumo_ha": [0.1282, 0.1272],
  "homo_lumo_gap_ev": [4.558, 4.446],
  "s2": 8.849,
  "e_homo_ev": [-1.07, -0.98],
  "total_energy_ev": -172630.272,
  "spin_multiplicity": 6,
  "total_charge": -2,
  "elements": ["Sm", "Cl", "C", "C", "C", "C", "C", "C", "C", "C", "C", "C", "C", "C", "C", "C", "C", "C", "Cl", "C", "C", "C", "N", "C", "C", "C", "C", "C", "C", "Cl", "C", "C", "C", "C", "C", "C", "N", "C", "C", "C", "C", "C", "N", "C", "C", "C", "C", "Cl", "C", "C", "C", "C", "N", "H", "H", "H", "H", "H", "H", "H", "H", "H", "H", "H", "H", "H", "H", "H", "H", "H", "H", "H", "H", "H", "H", "H", "H", "O", "S", "N", "N", "H", "H", "H", "C", "C", "C", "C", "Cl", "C", "C", "C", "O", "C", "C", "O", "O", "H", "H", "H", "H", "H", "H", "H", "H", "N", "C", "C", "C", "N", "C", "N"],
  "coordinates": [[-0.47251, 0.27585, 0.29959], [-4.79016, 6.89649, 5.34113], [-4.04385, 5.49014, 4.64270], [-4.13341, 5.28342, 3.27567], [-3.52550, 4.17260, 2.72860], [-2.81060, 3.27259, 3.52105], [-2.75912, 3.49707, 4.89725], [-3.36794, 4.60227, 5.46197], [-2.14235, 2.13122, 2.88176], [-0.76239, 1.99938, 3.09410], [0.05072, 2.85718, 3.90870], [1.30680, 2.32920, 3.91987], [1.28078, 1.15913, 3.08308], [2.40410, 0.38363, 2.68929], [3.60046, 0.26031, 3.46111], [4.76778, -0.33106, 2.92732], [5.88802, -0.55501, 3.69075], [5.88712, -0.21412, 5.03347], [7.27778, -0.57037, 6.02057], [4.75861, 0.34508, 5.60992], [3.64452, 0.57563, 4.83725], [2.25170, -0.40538, 1.46691], [1.10368, -1.05680, 1.33011], [1.79508, -1.99412, -0.73083], [1.15308, -2.77781, -1.93226], [1.77587, -2.67801, -3.26854], [2.99922, -3.29880, -3.52910], [3.54034, -3.31086, -4.80103], [2.85934, -2.68917, -5.83222], [3.50579, -2.73843, -7.44292], [1.66380, -2.03359, -5.59554], [1.13043, -2.03285, -4.32214], [-0.33065, -2.80632, -1.88796], [-1.18633, -3.71722, -1.42019], [-2.58121, -3.21024, -1.57344], [-2.71606, -1.90791, -0.80457], [-1.76244, -1.04909, -1.21558], [-3.71797, -1.61468, 0.10164], [-3.70663, -0.42084, 0.93068], [-4.85611, 0.21268, 1.46394], [-4.40929, 1.27695, 2.21226], [-2.99134, 1.26934, 2.13700], [-2.58638, 0.22174, 1.33704], [-4.85273, -2.50539, 0.28763], [-5.55114, -3.08653, -0.78163], [-6.62231, -3.93206, -0.56628], [-7.02977, -4.19482, 0.73029], [-8.36573, -5.26824, 1.00970], [-6.39169, -3.60449, 1.81032], [-5.32105, -2.76986, 1.58273], [2.80029, -0.93028, -0.83079], [3.06814, -0.23086, 0.29242], [0.02887, 1.00819, 2.56653], [-4.66562, 5.98521, 2.65029], [-3.57931, 3.99041, 1.66651], [-2.24431, 2.78395, 5.52369], [-3.32104, 4.77020, 6.52845], [-0.27582, 3.75549, 4.39982], [2.17432, 2.74234, 4.40223], [4.77321, -0.66009, 1.90057], [6.76479, -1.01285, 3.25731], [4.74860, 0.57613, 6.66436], [2.75192, 0.93148, 5.32209], [3.51852, -3.80354, -2.72721], [4.47198, -3.81967, -4.99458], [1.14817, -1.53875, -6.40406], [0.18639, -1.54509, -4.14782], [-0.95851, -4.66349, -0.96487], [-3.37666, -3.93650, -1.48492], [-5.87854, -0.08077, 1.30268], [-5.01592, 1.95331, 2.78904], [-5.27652, -2.84536, -1.80031], [-7.14853, -4.37124, -1.40312], [-6.72789, -3.79549, 2.81797], [-4.81680, -2.30574, 2.41579], [3.23320, -0.69176, -1.79317], [3.78542, 0.57997, 0.27422], [-1.95780, -3.18161, -4.25340], [-2.41069, -2.28165, -3.19338], [-1.03080, -1.61152, -2.31953], [1.28828, 2.51979, 0.36327], [1.65241, 2.73455, 1.28909], [0.75627, 3.32008, 0.03272], [2.07437, 2.36841, -0.26356], [2.09718, 4.93492, -3.24202], [2.47263, 3.53079, -3.61187], [3.79785, 3.15354, -3.74608], [4.12022, 1.85207, -4.09039], [5.78293, 1.40182, -4.25421], [3.13369, 0.90780, -4.30055], [1.80851, 1.27454, -4.16887], [1.46466, 2.57813, -3.83035], [0.18464, 3.03818, -3.73944], [-0.83984, 2.14699, -3.33278], [-0.56338, 1.65141, -1.89430], [-1.29812, 2.07082, -0.97815], [0.42085, 0.90572, -1.72121], [2.92269, 5.44073, -2.74497], [1.22481, 4.92148, -2.59132], [1.82533, 5.50057, -4.13449], [4.58405, 3.87188, -3.56933], [3.38764, -0.10710, -4.56281], [1.04764, 0.52870, -4.31511], [-0.93478, 1.28797, -4.00436], [-1.75676, 2.73787, -3.34813], [0.76715, -1.72434, 0.26081], [1.91632, -3.44394, -0.85917], [2.05126, -4.62377, -0.20011], [2.82069, -4.73533, 0.97405], [3.44362, -4.87748, 1.93070], [1.54397, -5.83457, -0.70076], [1.17578, -6.84043, -1.12433]]
}


Entry 2:
{
  "formula": "C57H46AgBBrF4NO4PTe",
  "method": "wB97M-V/def2-TZVPD",
  "lumo_ha": 0.0795,
  "homo_lumo_gap_ev": 6.605,
  "e_homo_ev": -4.44,
  "total_energy_ev": -171708.484,
  "spin_multiplicity": 1,
  "total_charge": -1,
  "elements": ["Ag", "F", "C", "C", "F", "C", "F", "C", "P", "C", "C", "C", "C", "C", "C", "C", "C", "C", "C", "C", "C", "C", "Br", "C", "F", "H", "H", "H", "H", "H", "H", "H", "H", "H", "H", "C", "C", "C", "C", "C", "O", "C", "C", "C", "C", "C", "C", "C", "O", "C", "C", "C", "N", "C", "C", "Te", "C", "C", "C", "C", "C", "C", "C", "C", "C", "C", "C", "C", "H", "H", "H", "H", "H", "H", "H", "H", "H", "H", "H", "H", "H", "H", "H", "H", "H", "H", "H", "H", "H", "H", "H", "H", "C", "C", "C", "C", "C", "C", "C", "C", "O", "B", "O", "C", "C", "H", "H", "H", "H", "H", "H", "H", "H", "H", "H", "H", "H"],
  "coordinates": [[-0.10902, 0.97763, -0.53587], [3.63103, 7.09859, -0.05939], [3.64728, 5.82371, -0.44390], [4.80728, 5.08512, -0.33757], [5.91744, 5.65909, 0.13294], [4.81770, 3.76449, -0.74795], [6.00014, 3.14094, -0.68780], [3.69297, 3.13002, -1.25258], [3.60787, 1.34444, -1.76183], [4.69768, 1.39921, -3.23986], [5.34855, 0.24003, -3.67074], [6.00417, 0.20593, -4.89281], [6.01749, 1.32798, -5.70916], [5.36320, 2.48003, -5.29844], [4.70307, 2.51379, -4.07818], [4.59452, 0.46322, -0.48842], [5.96762, 0.22026, -0.48923], [6.55152, -0.47898, 0.55528], [5.77563, -0.93910, 1.61449], [4.40775, -0.71478, 1.61585], [3.81971, -0.02687, 0.56200], [2.53822, 3.90685, -1.36882], [0.96930, 3.21145, -2.12947], [2.51585, 5.23357, -0.97280], [1.41629, 5.97959, -1.08315], [5.33512, -0.64295, -3.04306], [6.49259, -0.70620, -5.21287], [6.52508, 1.30018, -6.66532], [5.35538, 3.35564, -5.93668], [4.17754, 3.41396, -3.78095], [6.58889, 0.59252, -1.29285], [7.62051, -0.65761, 0.54967], [6.24338, -1.46874, 2.43602], [3.78948, -1.08222, 2.42578], [2.74824, 0.13758, 0.55350], [-5.74233, -2.76062, -0.31942], [-4.54610, -1.92039, -0.69586], [-4.64132, -0.55859, -0.90438], [-3.54843, 0.23317, -1.28781], [-3.64110, 1.69696, -1.27701], [-2.73357, 2.47138, -1.53813], [-4.96984, 2.31755, -0.89772], [-5.43867, 2.27366, 0.41167], [-6.65646, 2.85328, 0.73912], [-7.41636, 3.48063, -0.24037], [-6.93905, 3.54828, -1.54294], [-5.71584, 2.97648, -1.86671], [-2.28926, -0.41665, -1.60264], [-1.37212, 0.13365, -2.26610], [-2.14308, -1.77848, -1.13251], [-3.26746, -2.48751, -0.75320], [-0.79496, -2.37163, -0.99278], [0.23888, -1.61507, -0.94349], [1.60813, -2.13214, -0.95745], [2.05323, -2.50233, -2.37414], [1.64358, -0.94191, -3.80603], [0.10228, -2.04083, -4.74468], [-1.20540, -1.56208, -4.71576], [-2.23881, -2.32513, -5.24833], [-1.97531, -3.56703, -5.81060], [-0.66920, -4.04133, -5.85347], [0.36554, -3.27919, -5.32831], [-0.74344, -3.87828, -0.87783], [-1.08510, -4.66861, -1.97102], [-0.99842, -6.05180, -1.89545], [-0.57565, -6.66114, -0.72140], [-0.25803, -5.88040, 0.38261], [-0.34895, -4.49648, 0.30588], [-6.65550, -2.16330, -0.33203], [-5.63524, -3.18555, 0.68277], [-5.88012, -3.59483, -1.01256], [-5.60755, -0.08431, -0.77129], [-4.83727, 1.78690, 1.17130], [-7.01713, 2.81153, 1.76012], [-8.37463, 3.91830, 0.01227], [-7.52076, 4.04988, -2.30749], [-5.33132, 3.03596, -2.87822], [-3.15554, -3.52310, -0.44964], [1.73052, -3.01015, -0.31973], [2.26049, -1.35215, -0.56005], [1.48245, -3.36563, -2.71123], [3.11351, -2.75043, -2.41684], [-1.41356, -0.61096, -4.23745], [-3.25538, -1.95427, -5.20329], [-2.78541, -4.16751, -6.20620], [-0.45478, -5.00586, -6.29839], [1.38366, -3.64725, -5.37282], [-1.41856, -4.19026, -2.88501], [-1.26645, -6.65264, -2.75672], [-0.50580, -7.74079, -0.66235], [0.06342, -6.35009, 1.30468], [-0.13094, -3.88245, 1.17240], [-0.72055, 1.22797, 8.69817], [-1.60438, 1.22540, 7.45024], [-2.40692, -0.08489, 7.45206], [-2.57506, 2.41148, 7.54485], [-0.78816, 1.33351, 6.16105], [0.58814, 1.54226, 6.16751], [1.33589, 1.62838, 4.98549], [0.66196, 1.48809, 3.79894], [1.13581, 1.49592, 2.52093], [0.02826, 1.26552, 1.64221], [-1.12175, 1.15663, 2.48474], [-0.71069, 1.28366, 3.77400], [-1.45101, 1.21915, 4.92822], [-1.34751, 1.11025, 9.58551], [-0.16942, 2.16550, 8.80172], [-0.00424, 0.40357, 8.67829], [-3.00625, -0.15809, 8.36455], [-1.73202, -0.94333, 7.41193], [-3.08116, -0.15007, 6.59728], [-3.20537, 2.31955, 8.43462], [-3.22376, 2.46231, 6.66853], [-2.02186, 3.35140, 7.60890], [1.11618, 1.64168, 7.10601], [2.40452, 1.80394, 5.00553], [-2.52566, 1.09334, 4.86692]]
}